Formula: C28H47I2NO17S
Source: the Open Molecules 2025 dataset
Level of theory: ωB97M-V/def2-TZVPD

```
96
Properties=species:S:1:pos:R:3
C 2.8088 0.6994 0.0040
C 4.1486 0.0458 0.4134
I 4.2828 -2.0752 0.1880
C 5.1836 0.7914 0.8610
I 7.0202 -0.2777 1.3214
C 5.1853 2.3380 1.0335
N 6.4176 2.5957 1.8839
C 6.1804 2.5618 3.0700
S 5.6266 2.2615 4.5443
C 3.9861 3.0810 1.6339
O 4.2710 4.5147 1.6065
C 5.0326 4.6714 0.4497
O 5.3648 5.6915 -0.0202
C 5.4140 3.2784 -0.2101
H 2.8491 1.2995 -0.9254
H 2.0968 -0.1336 -0.1998
H 2.3628 1.2437 0.8629
H 3.5237 2.7148 2.5687
H 3.1292 3.0498 0.9161
H 6.4922 3.2502 -0.4384
H 4.6908 2.9797 -0.9935
C 2.1372 -1.4982 -7.1117
C 3.0611 -1.5254 -5.9108
O 2.5547 -0.7033 -4.8502
C 1.5775 -1.2453 -4.1203
O 1.1053 -2.3427 -4.2673
O 1.1949 -0.3417 -3.2057
C 0.0926 -0.7625 -2.4052
H 1.9436 -0.4697 -7.4222
H 2.5771 -2.0445 -7.9471
H 1.1726 -1.9492 -6.8759
H 4.0305 -1.1105 -6.1858
H 3.2328 -2.5440 -5.5590
H 0.2807 -1.7351 -1.9506
H -0.8149 -0.7907 -3.0095
H -0.0436 -0.0324 -1.6096
C -4.0567 -3.4080 -5.2795
C -3.1262 -3.4366 -4.0839
O -3.6323 -2.6145 -3.0222
C -4.6077 -3.1561 -2.2886
O -5.0795 -4.2544 -2.4323
O -4.9875 -2.2545 -1.3752
C -6.0872 -2.6740 -0.5675
H -4.2536 -2.3791 -5.5872
H -3.6218 -3.9525 -6.1185
H -5.0201 -3.8597 -5.0400
H -2.1581 -3.0207 -4.3644
H -2.9508 -4.4557 -3.7356
H -5.8961 -3.6452 -0.1125
H -6.9989 -2.7048 -1.1650
H -6.2127 -1.9378 0.2238
C -2.4528 4.1461 6.2869
C -2.1862 3.4835 4.9504
O -1.2237 4.2251 4.1887
C 0.0512 4.0436 4.5414
O 0.4503 3.3170 5.4168
O 0.8108 4.8245 3.7670
C 2.2005 4.7866 4.0941
H -2.7316 5.1920 6.1465
H -3.2561 3.6324 6.8169
H -1.5624 4.1330 6.9166
H -3.1020 3.4702 4.3597
H -1.8645 2.4478 5.0725
H 2.5766 3.7648 4.1159
H 2.3766 5.2767 5.0511
H 2.7414 5.3366 3.3281
C -9.1649 -5.4661 -9.2470
C -7.8074 -5.8841 -9.7752
O -6.8152 -5.8422 -8.7413
C -6.8171 -6.8815 -7.9011
O -7.5566 -7.8305 -7.9466
O -5.8661 -6.6732 -6.9845
C -5.8097 -7.6739 -5.9673
H -9.1008 -4.4942 -8.7541
H -9.8909 -5.4053 -10.0589
H -9.5348 -6.1772 -8.5077
H -7.4818 -5.1823 -10.5430
H -7.8424 -6.8733 -10.2346
H -5.7351 -8.6718 -6.3978
H -6.6854 -7.6000 -5.3219
H -4.9197 -7.4850 -5.3705
C 3.3183 4.5346 7.7664
C 2.9191 3.5131 8.8107
O 4.0733 2.9037 9.4058
C 4.6889 3.6311 10.3416
O 4.3571 4.7228 10.7262
O 5.7546 2.9423 10.7659
C 6.5561 3.6407 11.7182
H 3.9927 4.0957 7.0218
H 2.4367 4.9198 7.2533
H 3.8459 5.3745 8.2205
H 2.3545 2.7097 8.3380
H 2.2774 3.9520 9.5765
H 5.9558 3.9992 12.5536
H 7.0721 4.4708 11.2347
H 7.2982 2.9415 12.0979
```

Results
Max |F| in hartree/bohr: 0.0522
Electronic energy in eV: -93131.073
HOMO level in eV: -8.966
Multiplicity: 1
Orbital gap in eV: 8.339

Partial charges, Löwdin, in e:
1 C -0.14
2 C -0.77
3 I 0.80
4 C -0.61
5 I 0.83
6 C -0.43
7 N 0.01
8 C -0.75
9 S 0.74
10 C -0.15
11 O 0.01
12 C -0.44
13 O 0.17
14 C 0.03
15 H 0.09
16 H 0.04
17 H 0.08
18 H 0.11
19 H 0.13
20 H 0.14
21 H 0.13
22 C -0.07
23 C -0.21
24 O 0.04
25 C -0.60
26 O 0.12
27 O -0.01
28 C -0.05
29 H 0.08
30 H 0.08
31 H 0.07
32 H 0.12
33 H 0.12
34 H 0.10
35 H 0.10
36 H 0.09
37 C -0.06
38 C -0.21
39 O 0.03
40 C -0.60
41 O 0.12
42 O 0.00
43 C -0.04
44 H 0.08
45 H 0.08
46 H 0.07
47 H 0.12
48 H 0.12
49 H 0.10
50 H 0.10
51 H 0.09
52 C -0.07
53 C -0.21
54 O 0.04
55 C -0.60
56 O 0.12
57 O 0.02
58 C -0.03
59 H 0.08
60 H 0.08
61 H 0.07
62 H 0.12
63 H 0.12
64 H 0.07
65 H 0.09
66 H 0.09
67 C -0.07
68 C -0.21
69 O 0.03
70 C -0.60
71 O 0.12
72 O 0.00
73 C -0.04
74 H 0.08
75 H 0.08
76 H 0.08
77 H 0.12
78 H 0.12
79 H 0.10
80 H 0.10
81 H 0.09
82 C -0.06
83 C -0.20
84 O 0.04
85 C -0.60
86 O 0.12
87 O 0.00
88 C -0.04
89 H 0.07
90 H 0.06
91 H 0.08
92 H 0.12
93 H 0.13
94 H 0.10
95 H 0.10
96 H 0.09